(1)
Below is a molecular structure, C30H44N4P2PdSi in a non-equilibrium geometry, with properties calculated with ωB97M-V/def2-TZVPD.

Kohn-Sham gap (spin up / spin down) ... 4.63 / 7.18 eV
<S²> ... 2.021
Highest occupied orbital energy (spin up / spin down) ... -4.60 / -8.37 eV
Energy relative to the best compared isomer or geometry (same formula, charge and spin) ... 1.061 eV

The geometry in ORCA input format:
```
! wB97M-V def2-TZVPD RIJCOSX def2/J DEFGRID3
* xyz 0 3
Pd -0.423 -0.969 -0.325
P 1.277 -1.141 -8.302
P -1.729 -0.656 -7.953
Si -1.311 -0.323 1.786
N 2.710 -0.169 -8.347
N 2.038 -2.423 -9.432
N -2.008 1.076 -7.824
N -3.393 -1.015 -8.463
C 4.422 1.211 -8.887
C -1.125 1.316 2.802
C 1.566 1.161 -1.325
C 0.990 2.502 -1.595
C -5.135 -2.398 -8.900
C -0.300 2.952 -0.843
C -1.065 -0.572 -9.686
C -3.903 -2.309 -8.268
C 2.787 -3.689 -11.166
C -5.387 -1.137 -9.532
C -2.191 3.325 -8.121
C -1.006 -1.696 3.083
C 1.231 0.004 -1.946
C 2.198 -3.731 -8.980
C 3.133 0.463 -7.167
C -3.155 -0.441 1.344
C -1.431 2.003 -0.770
C -0.998 0.747 -2.974
C 3.509 0.301 -9.393
C -1.818 1.692 -6.583
C 0.429 -0.239 -9.698
C -4.297 -0.322 -9.272
C 1.151 -1.178 0.958
C -1.587 0.895 -1.562
C 0.255 -0.120 -3.108
C 4.178 1.323 -7.479
C -1.939 3.060 -6.735
C -2.218 2.087 -8.768
C 2.398 -2.410 -10.778
C 2.663 -4.520 -10.021
H -2.346 4.286 -8.581
H -1.599 0.162 -10.295
H 0.615 0.843 -9.589
H -1.069 -2.679 2.590
H -6.257 -0.878 -10.119
H -0.045 3.262 0.188
H -2.533 0.335 -1.448
H -3.474 0.391 0.703
H 2.362 -1.504 -11.378
H -2.382 1.867 -9.811
H 5.165 1.766 -9.455
H -3.330 -3.029 -7.712
H 0.862 -0.553 -10.659
H -1.868 3.800 -5.941
H 2.084 -0.890 0.442
H -4.102 0.699 -9.593
H 3.128 -3.968 -12.153
H -1.783 1.302 3.699
H 2.283 1.123 -0.500
H -1.765 -1.664 3.884
H -2.122 2.187 0.071
H -1.778 0.251 -3.584
H -3.317 -1.384 0.802
H -1.612 1.078 -5.718
H 1.119 -2.284 1.047
H 1.758 3.234 -1.275
H -5.770 -3.268 -8.925
H 3.374 -0.060 -10.409
H 1.886 -0.873 -1.839
H -0.057 -1.179 -3.137
H 1.968 -3.976 -7.949
H 4.680 1.982 -6.784
H -3.784 -0.449 2.252
H 0.725 0.096 -4.087
H -0.095 1.460 3.172
H -1.257 -1.562 -10.123
H -0.844 1.734 -3.447
H 0.824 2.635 -2.675
H 1.199 -0.741 1.975
H -1.402 2.207 2.220
H 2.901 -5.579 -9.970
H -0.014 -1.604 3.548
H 2.628 0.244 -6.244
H -0.628 3.877 -1.367
*
```

***

(2)
Below is a molecular structure, C17H13CrF3I2N4O8S2 in a non-equilibrium geometry, with properties calculated with ωB97M-V/def2-TZVPD.

Kohn-Sham gap (spin up / spin down) ... 7.77 / 7.56 eV
<S²> ... 3.849
Highest occupied orbital energy (spin up / spin down) ... -6.13 / -5.91 eV
Energy relative to the best compared isomer or geometry (same formula, charge and spin) ... 0.492 eV

The geometry in ORCA input format:
```
! wB97M-V def2-TZVPD RIJCOSX def2/J DEFGRID3
* xyz -1 4
I 1.649 2.371 1.471
I 0.740 4.391 3.251
Cr 0.006 -0.599 -0.116
S -0.775 1.201 -1.568
S 3.069 1.631 -0.852
F 2.875 -0.053 -2.920
F 4.392 -0.539 -1.444
F 4.679 1.115 -2.802
O -0.829 0.034 1.594
O 4.258 2.111 -0.212
O 1.172 -1.624 -1.337
O 2.255 0.699 0.052
O 4.410 -1.903 3.505
O 2.794 -3.188 -1.364
O -0.619 -0.104 3.831
O 2.270 2.542 -1.619
N 1.075 -1.594 1.197
N -1.740 2.494 0.580
N -6.614 1.443 -3.048
N -0.649 3.751 -0.996
C -4.745 0.011 -1.972
C -2.867 -1.469 -2.203
C 2.127 -1.198 3.267
C -3.557 -0.741 -0.023
C 1.039 -1.110 2.433
C -2.646 -1.447 -0.820
C -5.783 0.807 -2.568
C -4.580 -0.006 -0.587
C -0.243 -0.326 2.703
C 2.066 -2.399 -0.801
C 3.280 -1.814 2.775
C 3.299 -2.327 1.477
C 2.167 -2.187 0.713
C -3.895 -0.749 -2.776
C -1.061 2.559 -0.559
C -1.460 -2.093 -0.229
C 3.764 0.449 -2.085
H -1.067 -2.884 -0.866
H -3.431 -0.753 1.053
H -2.200 -2.048 -2.831
H -0.691 4.559 -0.395
H -1.654 -2.460 0.779
H -5.258 0.563 0.036
H -1.867 1.577 0.998
H -4.048 -0.763 -3.847
H 2.083 -0.733 4.244
H 4.192 -2.758 1.048
H -1.689 3.264 1.234
H 4.290 -1.457 4.350
H 0.016 3.752 -1.752
*
```

***

(3)
Below is a molecular structure, Cu3F4H5N2O12S4 in a non-equilibrium geometry, with properties calculated with ωB97M-V/def2-TZVPD.

Kohn-Sham gap (spin up / spin down) ... 8.54 / 5.15 eV
<S²> ... 3.765
Highest occupied orbital energy (spin up / spin down) ... -14.25 / -13.77 eV

The geometry in ORCA input format:
```
! wB97M-V def2-TZVPD RIJCOSX def2/J DEFGRID3
* xyz 1 4
Cu -0.309 1.559 -1.094
Cu 0.799 -1.395 -2.279
Cu 2.345 1.413 0.330
S -0.083 3.666 1.516
S -2.193 -2.962 -2.066
S -0.467 1.400 2.316
S -0.888 -3.543 -0.143
F -1.186 0.213 1.462
F 0.826 4.301 0.382
F 0.677 -3.355 0.244
F -2.103 -2.335 -3.530
O -1.410 4.248 1.171
O -2.457 -4.375 -2.327
O -0.384 0.310 -2.787
O -1.594 2.014 3.067
O 0.910 -0.111 -0.403
O 1.640 2.339 -1.485
O -3.240 -2.225 -1.398
O 0.575 4.129 2.747
O 2.992 -0.092 1.734
O -1.613 -2.830 0.886
O -0.867 -4.999 -0.116
O 0.523 0.669 3.085
N -0.765 -2.600 -1.646
N 0.149 2.222 0.915
H 2.492 -0.409 2.486
H 0.657 -0.467 0.471
H 1.759 3.267 -1.765
H 3.901 -0.308 1.943
H -0.681 0.257 -3.716
*
```